No. 1
The following is a quantum chemistry calculation of a gas-phase ion, C8H9O6 (charge -1) in a non-equilibrium geometry, from the Open Molecules 2025 dataset.

ORCA input file:
```
! RIJCOSX wB97M-V def2-TZVPD def2/J DEFGRID3
* xyz -1 1
O -2.3800 0.0797 1.2097
C -1.8788 0.5001 0.1252
C -1.9662 1.4911 -0.7774
O -2.8889 2.5208 -0.7846
C -0.9722 1.4906 -1.7832
O -0.6518 2.3209 -2.6186
O -0.1721 0.3842 -1.6650
C -0.3576 -0.3533 -0.4612
C -0.1903 -1.8660 -0.6085
C 1.1804 -1.7141 0.0984
C 0.7194 -0.3694 0.6096
O 0.0951 -0.3824 1.9175
C 1.9548 0.5346 0.5412
O 2.9282 0.2105 1.4662
H -3.2542 2.5454 0.0829
H -0.2680 -2.2870 -1.5873
H -1.0543 -2.4070 -0.0503
H 1.4170 -2.3878 0.9304
H 2.0584 -1.5459 -0.5721
H -0.9393 -0.2184 1.7039
H 1.6731 1.6149 0.7984
H 2.4206 0.3775 -0.4689
H 2.5268 -0.5392 1.8936
*
```

Molecular weight, g mol⁻¹: 201.15
SMILES: O=C1C(O)=C([O-])O[C@]12CC[C@@]2(O)CO
Gap between HOMO and LUMO, Eh: 0.2843
Energy above the lowest of the compared OMol25 structures with the same formula, charge and spin, kcal/mol: 0.0


No. 2
The following is a quantum chemistry calculation of a single C8H9PSi molecule in a non-equilibrium geometry, from the Open Molecules 2025 dataset.

ORCA input file:
```
! RIJCOSX wB97M-V def2-TZVPD def2/J DEFGRID3
* xyz 0 1
C -2.9431 0.6283 0.2066
C -3.0206 -0.7173 -0.2166
C -1.7799 1.2737 0.4455
C -1.8427 -1.3855 -0.5246
C -0.4490 0.5486 0.2461
C -0.5327 -0.8586 -0.2052
C 0.7063 1.2069 0.2157
C 2.3320 -0.6583 -0.5643
Si 3.6664 0.5121 0.0677
P 1.0901 -1.6531 -0.0029
H -3.8954 0.9952 0.4194
H -4.0357 -0.9981 -0.5427
H -1.6212 2.1818 1.0900
H -1.8597 -2.4387 -0.9944
H 1.2156 2.1201 0.4843
H 4.9276 -0.4956 0.1368
H 3.1882 1.0741 1.3503
H 3.8006 1.6432 -0.8463
H 1.0534 -2.9790 -0.7655
*
```

Molecular weight, g mol⁻¹: 164.22
Gap between HOMO and LUMO (spin up / spin down), Eh: 0.2002 / 0.2001